(1)
Entry from OMol25: a structure of composition C19H18CaNO at a distorted geometry (ωB97M-V with the def2-TZVPD basis set).

Structure (XYZ):
```
40
C19H18CaNO, DFT ωB97M-V with the def2-TZVPD basis set
C 0.007 1.253 2.349
C 1.379 1.341 1.697
C 1.323 2.131 0.584
H 2.231 0.929 2.220
C -0.040 2.400 0.261
C -0.831 1.662 1.145
H -1.882 1.428 1.049
H -0.067 2.013 3.171
H 2.169 2.562 0.067
H -0.383 3.049 -0.541
C 0.433 -2.432 -0.809
C 0.005 -2.461 0.557
C -1.342 -2.032 0.603
H 0.565 -2.871 1.420
C -1.763 -1.694 -0.716
C -0.688 -1.989 -1.611
H -0.727 -1.985 -2.695
H 1.387 -2.791 -1.167
H -2.003 -2.032 1.493
H -2.777 -1.388 -0.988
Ca 0.264 0.304 -1.173
O 0.794 1.170 -3.059
C 1.887 1.845 -3.630
C 1.040 2.708 -4.503
H 2.482 2.429 -2.900
H 2.560 1.185 -4.219
H 0.520 3.522 -3.964
H 0.370 4.452 -6.248
C 0.421 3.470 -6.693
C 0.704 2.391 -5.808
C 0.755 1.073 -6.391
H 0.939 0.211 -5.742
C 0.622 0.896 -7.752
H 0.679 -0.098 -8.194
C 0.418 1.999 -8.601
H 0.320 1.863 -9.677
C 0.330 3.281 -8.054
H 0.188 4.144 -8.695
N -0.788 -0.998 3.456
C -0.441 -0.035 2.897
```

Output
**DFT total energy**: -1542.3486 a.u.
**Energy relative to the best compared isomer or geometry (same formula, charge and spin)**: 0.0 kcal per mole
**Total charge**: -1
**Frontier orbital gap (alpha / beta)**: 6.84 / 5.05 eV


(2)
Entry from OMol25: the molecule C4H9NO at a distorted geometry (ωB97M-V with the def2-TZVPD basis set).

Structure (XYZ):
```
15
C4H9NO, DFT ωB97M-V with the def2-TZVPD basis set
C 1.526 -0.123 -0.464
C 0.069 -0.044 -0.032
C -0.351 1.213 0.666
O -1.637 1.071 1.207
C -0.973 -0.745 -0.834
N -0.460 -1.312 0.408
H 1.723 -0.972 -1.136
H 1.912 0.782 -0.943
H 2.114 -0.294 0.447
H 0.408 1.465 1.418
H -0.382 2.030 -0.072
H -1.658 0.158 1.539
H -0.490 -0.686 -1.791
H -2.026 -0.485 -0.750
H 0.224 -2.058 0.336
```

Output
**SMILES string**: C[C@@]1(CO)CN1
**DFT total energy**: -287.7395 a.u.
**Energy relative to the best compared isomer or geometry (same formula, charge and spin)**: 58.4 kcal per mole
**Total charge**: 0
**Frontier orbital gap**: 10.55 eV


(3)
Entry from OMol25: the molecule CH2N4OS at a distorted geometry (ωB97M-V with the def2-TZVPD basis set).

Structure (XYZ):
```
9
CH2N4OS, DFT ωB97M-V with the def2-TZVPD basis set
C 0.204 0.297 -0.146
H -3.274 0.721 0.470
H 1.118 1.747 0.734
N -1.017 0.730 -0.156
N 0.725 -1.077 -0.112
N 1.989 -1.106 0.105
N 1.326 1.147 -0.068
O 2.414 0.263 0.069
S -2.472 -0.263 0.046
```

Output
**SMILES string**: S/N=c1\nno[nH]1
**DFT total energy**: -731.5932 a.u.
**Energy relative to the best compared isomer or geometry (same formula, charge and spin)**: 52.4 kcal per mole
**Total charge**: 0
**Frontier orbital gap**: 8.13 eV


(4)
Entry from OMol25: a structure of composition C12H19BF3O14Si2 (ωB97M-V with the def2-TZVPD basis set).

Structure (XYZ):
```
51
C12H19BF3O14Si2, DFT ωB97M-V with the def2-TZVPD basis set
C -3.535 0.421 -2.466
C -2.570 1.048 -3.456
O -1.488 1.622 -2.719
B -0.213 1.613 -3.195
O 0.013 1.392 -4.559
Si 1.350 1.945 -1.947
O 1.275 1.006 -0.526
Si 0.150 1.274 0.643
C 1.543 3.823 -1.655
O 1.525 4.339 -2.804
O 1.674 4.329 -0.527
H -4.196 1.168 -2.026
H -4.123 -0.368 -2.935
H -2.964 -0.013 -1.647
H -3.053 1.853 -4.014
H -2.191 0.311 -4.161
H 0.395 2.185 -4.949
H 2.580 1.487 -2.659
H -1.229 1.050 0.170
H 0.437 0.288 1.732
H 0.297 2.617 1.227
C 3.601 -0.671 0.376
C 4.486 -0.027 1.426
O 4.157 -0.764 2.598
C 3.714 -1.987 2.219
O 3.567 -2.913 2.952
O 3.481 -2.012 0.897
F 4.213 1.275 1.631
H 2.621 -0.195 0.334
H 4.033 -0.695 -0.620
H 5.559 -0.131 1.247
C 1.092 -4.093 -0.076
C 0.412 -4.824 -1.217
O -0.435 -3.836 -1.757
C 0.110 -2.609 -1.473
O -0.207 -1.589 -1.969
O 1.086 -2.750 -0.549
F -0.335 -5.877 -0.793
H 0.493 -4.164 0.834
H 2.109 -4.412 0.127
H 1.088 -5.179 -1.997
C -2.826 2.201 4.379
C -2.917 0.688 4.448
O -3.643 0.374 3.283
C -3.427 1.370 2.364
O -3.667 1.296 1.213
O -2.857 2.436 2.976
F -3.605 0.260 5.539
H -3.704 2.650 4.848
H -1.918 2.613 4.809
H -1.956 0.172 4.421
```

Output
**DFT total energy**: -2425.7186 a.u.
**Total charge**: -1
**Frontier orbital gap**: 6.16 eV


(5)
Entry from OMol25: a cluster of 3 separate species, C28H42FN3O8S2 in total at a distorted geometry (ωB97M-V with the def2-TZVPD basis set).

Structure (XYZ):
```
84
C28H42FN3O8S2, DFT ωB97M-V with the def2-TZVPD basis set
C 2.525 -5.269 -3.407
C 1.089 -5.868 -4.021
C -0.153 -4.807 -3.884
C -0.008 -4.128 -2.362
C -1.651 -5.516 -3.893
C -1.929 -7.136 -3.822
C -3.431 -7.839 -3.792
C -4.725 -6.826 -3.858
C -4.465 -5.194 -3.932
C -2.941 -4.507 -3.974
C -2.832 -2.843 -4.094
O -1.974 -2.250 -4.930
C -3.918 -2.020 -3.125
C -5.443 -2.705 -3.081
C -6.635 -2.041 -2.172
C -6.255 -0.686 -1.284
C -4.721 -0.022 -1.316
C -4.489 1.311 -0.337
C -3.594 0.808 0.970
N -3.622 -0.724 1.097
N -4.208 1.427 2.235
N -2.152 1.267 0.936
C -3.503 -0.665 -2.264
C -2.013 0.018 -2.319
C -0.830 -0.878 -1.580
F -1.594 0.448 -3.700
C -5.727 -4.096 -3.965
O -6.858 -4.322 -4.653
H 2.530 -5.278 -2.216
H 3.443 -5.926 -3.797
H 2.635 -4.127 -3.710
H 1.230 -6.085 -5.169
H 0.899 -6.876 -3.426
H -0.020 -3.963 -4.683
H 0.848 -3.307 -2.321
H -1.046 -3.615 -2.074
H 0.209 -4.925 -1.533
H -1.013 -7.897 -3.743
H -3.521 -9.025 -3.709
H -5.805 -7.278 -3.858
H -7.688 -2.552 -2.193
H -7.141 -0.237 -0.646
H -5.538 1.618 0.083
H -3.917 2.167 -0.903
H -2.637 -1.045 1.306
H -4.187 -0.890 1.979
H -3.928 2.435 2.221
H -3.630 0.992 3.015
H -1.576 0.845 1.707
H -2.054 2.307 0.952
H -2.066 1.033 -1.692
H -1.235 -1.645 -0.793
H -0.135 -0.094 -1.018
H -0.182 -1.345 -2.437
O -0.459 2.258 3.567
S -0.281 3.691 3.618
O -0.273 4.509 2.423
O 1.048 4.031 4.495
C 2.289 3.466 4.091
C 2.834 4.143 2.845
C -1.480 4.373 4.738
H 2.191 2.384 3.943
H 2.997 3.615 4.914
H 2.185 3.964 1.983
H 3.828 3.764 2.599
H 2.888 5.226 2.989
H -1.478 3.792 5.661
H -2.459 4.309 4.256
H -1.230 5.418 4.931
O 6.015 5.252 4.394
S 6.857 5.812 3.361
O 6.804 5.349 1.990
O 8.405 5.784 3.865
C 8.973 4.536 4.242
C 9.261 3.663 3.033
C 6.646 7.576 3.349
H 8.325 4.019 4.959
H 9.916 4.751 4.757
H 8.336 3.374 2.526
H 9.781 2.748 3.328
H 9.873 4.205 2.305
H 6.718 7.951 4.371
H 5.657 7.790 2.939
H 7.414 8.020 2.713
```

Output
**SMILES string**: CC[C@H](C)c1cccc2c1C(=O)c1c(ccc(CC(N)(N)N)c1[C@@H](C)F)C2=O.CCOS(C)(=O)=O.CCOS(C)(=O)=O
**DFT total energy**: -2753.7280 a.u.
**Energy relative to the best compared isomer or geometry (same formula, charge and spin)**: 276.4 kcal per mole
**Total charge**: 0
**Frontier orbital gap**: 7.14 eV


(6)
Entry from OMol25: the molecule C5H13N at a distorted geometry (ωB97M-V with the def2-TZVPD basis set).

Structure (XYZ):
```
19
C5H13N, DFT ωB97M-V with the def2-TZVPD basis set
C 0.844 -0.980 -1.323
C -0.396 -0.887 -0.393
C -0.347 0.313 0.552
C -1.571 0.428 1.476
C -0.119 1.692 -0.113
N 2.003 -1.366 -0.549
H 0.625 -1.746 -2.070
H 0.884 -0.069 -1.935
H -0.297 -1.802 0.195
H -1.286 -0.784 -1.018
H 0.469 0.057 1.241
H -1.642 -0.520 2.033
H -1.464 1.212 2.219
H -2.517 0.467 0.933
H -0.001 1.579 -1.192
H -0.805 2.475 0.183
H 0.842 2.088 0.213
H 2.876 -1.011 -0.878
H 1.902 -1.147 0.428
```

Output
**SMILES string**: CC(C)CCN
**DFT total energy**: -253.0383 a.u.
**Energy relative to the best compared isomer or geometry (same formula, charge and spin)**: 15.6 kcal per mole
**Total charge**: 0
**Frontier orbital gap**: 10.27 eV


(7)
Entry from OMol25: a structure of composition C3H5KO3 at a distorted geometry (ωB97M-V with the def2-TZVPD basis set).

Structure (XYZ):
```
12
C3H5KO3, DFT ωB97M-V with the def2-TZVPD basis set
H 0.427 -0.821 -1.578
C 0.254 -1.424 -0.672
C -1.175 -1.487 -0.254
O -1.873 -0.325 -0.526
C -2.996 -0.129 0.143
O -3.422 1.051 -0.225
H 0.689 -2.433 -0.708
H -1.767 -2.400 -0.174
H -4.244 1.241 0.244
K 3.077 0.586 0.629
O 0.870 -0.767 0.443
H -0.098 -0.720 1.041
```

Output
**Multiplicity**: 2
**DFT total energy**: -942.6176 a.u.
**Energy relative to the best compared isomer or geometry (same formula, charge and spin)**: 56.3 kcal per mole
**Total charge**: +1
**⟨S²⟩**: 0.754
**Frontier orbital gap (alpha / beta)**: 8.17 / 8.08 eV


(8)
Entry from OMol25: a structure of composition C19H13IrN4O4S at a distorted geometry (ωB97M-V with the def2-TZVPD basis set).

Structure (XYZ):
```
42
C19H13IrN4O4S, DFT ωB97M-V with the def2-TZVPD basis set
Ir 0.317 0.302 -1.289
O -0.369 -3.970 -2.157
C -0.121 -2.707 -2.127
O -0.177 -1.991 -1.121
C 0.254 -2.105 -3.409
C 0.357 -2.780 -4.609
C 0.727 -2.060 -5.743
C 0.982 -0.698 -5.652
C 0.844 -0.142 -4.393
N 0.503 -0.785 -3.325
C 1.121 1.479 -4.149
O 1.431 2.043 -5.140
O 0.926 1.717 -2.927
H -0.619 -4.388 -1.316
H 0.154 -3.841 -4.656
H 0.820 -2.549 -6.706
H 1.271 -0.102 -6.507
N -0.447 0.812 3.071
C -0.814 -0.326 3.769
C -1.070 -0.256 5.133
C -1.436 -1.400 5.819
C -1.551 -2.629 5.154
C -1.299 -2.715 3.799
C -0.930 -1.567 3.101
S -0.614 -1.676 1.395
N -0.216 -0.132 0.952
C -0.170 0.898 1.765
C 0.204 2.194 1.192
C 0.289 3.358 1.938
C 0.651 4.551 1.319
C 0.918 4.538 -0.035
C 0.813 3.334 -0.723
N 0.467 2.196 -0.130
H -0.390 1.651 3.634
H -0.985 0.688 5.656
H -1.635 -1.343 6.880
H -1.838 -3.516 5.701
H -1.388 -3.663 3.287
H 0.082 3.379 2.998
H 0.721 5.466 1.893
H 1.203 5.439 -0.559
H 1.016 3.296 -1.784
```

Output
**Multiplicity**: 2
**DFT total energy**: -1753.2230 a.u.
**Energy relative to the best compared isomer or geometry (same formula, charge and spin)**: 88.5 kcal per mole
**Total charge**: +3
**⟨S²⟩**: 0.766
**Frontier orbital gap (alpha / beta)**: 5.63 / 5.97 eV


(9)
Entry from OMol25: a cluster of 4 separate species, C12H31NO8S4 in total (ωB97M-V with the def2-TZVPD basis set).

Structure (XYZ):
```
56
C12H31NO8S4, DFT ωB97M-V with the def2-TZVPD basis set
C -0.990 3.316 2.314
C -1.922 2.311 1.614
C -1.762 2.253 0.099
O -0.454 2.542 -0.357
O 0.432 1.581 0.228
S 1.192 0.876 -1.070
O 2.565 0.799 -0.645
O 0.585 -0.625 -0.977
C 0.616 -1.247 0.325
C -0.809 -1.427 0.813
C -0.891 -2.397 1.972
N -0.678 -1.932 3.297
O -1.131 -3.567 1.764
H -0.263 2.786 2.919
H -1.552 3.956 2.983
H -0.432 3.926 1.615
H -1.754 1.321 2.024
H -2.947 2.571 1.852
H -2.052 1.269 -0.263
H -2.392 2.966 -0.418
H 1.237 -0.692 1.021
H 1.069 -2.222 0.187
H -1.241 -0.463 1.062
H -1.369 -1.853 -0.009
H -1.526 -1.620 3.755
H 0.040 -1.222 3.353
C -2.367 1.428 -5.683
S -1.526 1.110 -4.127
O -2.344 1.739 -3.050
C -0.137 2.195 -4.453
H -3.302 0.872 -5.679
H -2.572 2.494 -5.774
H -1.740 1.086 -6.506
H -0.506 3.206 -4.634
H 0.418 1.830 -5.312
H 0.510 2.191 -3.582
C 4.355 2.155 -3.552
S 4.138 1.834 -5.305
O 2.671 1.757 -5.557
C 4.746 0.144 -5.266
H 3.988 3.159 -3.349
H 3.789 1.431 -2.967
H 5.414 2.097 -3.305
H 4.146 -0.444 -4.571
H 5.792 0.144 -4.963
H 4.656 -0.265 -6.270
C -2.312 -5.118 7.024
S -1.543 -3.494 7.031
O -2.446 -2.581 6.278
C -0.199 -3.917 5.922
H -3.214 -5.063 7.630
H -2.570 -5.394 6.002
H -1.624 -5.845 7.456
H -0.605 -4.271 4.975
H 0.437 -4.675 6.379
H 0.379 -3.012 5.748
```

Output
**DFT total energy**: -2725.0315 a.u.
**Total charge**: 0
**Frontier orbital gap**: 9.31 eV


(10)
Entry from OMol25: a cluster of 4 separate species, C3H12O4 in total at a distorted geometry (ωB97M-V with the def2-TZVPD basis set).

Structure (XYZ):
```
19
C3H12O4, DFT ωB97M-V with the def2-TZVPD basis set
C -1.322 0.414 1.388
O -0.738 -0.140 0.224
C -0.883 1.852 1.477
C -1.639 2.781 0.910
H -2.394 0.351 1.250
H -0.990 -0.140 2.259
H -1.272 -0.923 0.022
H 0.102 2.029 1.902
H -1.370 3.822 0.797
H -2.642 2.484 0.623
H -0.741 -2.374 -1.313
H -1.419 -3.579 -0.590
O -1.505 -2.645 -0.787
H 1.874 -1.221 -1.841
H 0.663 -0.798 -1.145
O 1.021 -1.591 -1.587
H 4.449 1.175 -0.905
H 3.909 -0.133 -1.481
O 3.886 0.424 -0.696
```

Output
**SMILES string**: C=CCO.O.O.O
**DFT total energy**: -422.4182 a.u.
**Energy relative to the best compared isomer or geometry (same formula, charge and spin)**: 27.2 kcal per mole
**Total charge**: 0
**Frontier orbital gap**: 10.36 eV


(11)
Entry from OMol25: the molecule C4H5NO2 at a distorted geometry (ωB97M-V with the def2-TZVPD basis set).

Structure (XYZ):
```
12
C4H5NO2, DFT ωB97M-V with the def2-TZVPD basis set
N 1.936 0.860 -0.796
C 0.820 0.251 -0.297
C -0.414 0.741 0.081
C -1.209 -0.449 0.262
O -2.525 -0.385 0.580
C -0.401 -1.521 0.166
O 0.860 -1.087 -0.247
H 2.838 0.569 -0.451
H 1.849 1.816 -1.098
H -0.468 1.259 1.026
H -2.824 0.488 0.283
H -0.463 -2.541 0.493
```

Output
**SMILES string**: Nc1cc(O)co1
**DFT total energy**: -360.5882 a.u.
**Energy relative to the best compared isomer or geometry (same formula, charge and spin)**: 50.9 kcal per mole
**Total charge**: 0
**Frontier orbital gap**: 8.72 eV


(12)
Entry from OMol25: the molecule C4H8O2 (ωB97M-V with the def2-TZVPD basis set).

Structure (XYZ):
```
14
C4H8O2, DFT ωB97M-V with the def2-TZVPD basis set
C -1.042 -1.166 -0.877
C -0.870 0.332 -0.784
O -1.787 1.114 -0.902
C 0.566 0.832 -0.600
O 1.324 0.021 0.261
C 0.931 0.177 1.606
H -0.463 -1.683 -0.107
H -0.649 -1.501 -1.845
H -2.099 -1.427 -0.813
H -0.149 0.008 1.740
H 0.529 1.879 -0.266
H 1.060 0.797 -1.579
H 1.172 1.184 1.977
H 1.477 -0.567 2.189
```

Output
**SMILES string**: COCC(C)=O
**DFT total energy**: -307.6627 a.u.
**Energy relative to the best compared isomer or geometry (same formula, charge and spin)**: 31.2 kcal per mole
**Total charge**: 0
**Frontier orbital gap**: 10.39 eV